The following is a quantum chemistry calculation of a structure of composition C4H9IN, from the Open Molecules 2025 dataset.

Structure (XYZ):
```
15
Properties=species:S:1:pos:R:3:lowdin_charge:R:1
C -0.651 1.193 1.167 -0.31
C -0.520 -0.166 0.578 -0.23
C -0.891 1.634 -0.239 -0.56
C 0.813 -0.789 0.326 -0.09
N 0.995 -1.333 -1.147 0.28
I -2.654 1.156 -1.284 0.85
H -1.376 1.446 1.979 0.14
H 0.331 1.491 1.481 0.10
H -1.508 -0.675 0.626 0.10
H -0.114 2.135 -0.805 0.05
H 0.864 -1.564 1.099 0.14
H 1.577 -0.031 0.591 0.14
H 0.179 -1.336 -1.648 0.12
H 1.286 -2.260 -1.065 0.14
H 1.669 -0.900 -1.660 0.13
```

Calculated values
Charge = +1
Total energy = -13874.752 eV
LUMO = -0.1365 Ha
Energy relative to the best compared isomer or geometry (same formula, charge and spin) = 304.0 kJ/mol
Orbital gap = 8.141 eV
Highest occupied orbital energy = -11.9 eV